This record from OMol25 describes an isolated molecule of C3H6N2O. The level of theory is wB97M-V/def2-TZVPD.

Geometry as XYZ:
```
12
Properties=species:S:1:pos:R:3:mulliken_charge:R:1
N 1.33 1.28 1.56 -0.5165
C 1.32 0.04 0.86 -0.3603
C -1.24 -0.65 -0.82 -0.2230
O -2.31 -1.21 -1.48 -0.4813
C 0.93 -0.17 -0.40 0.4565
N 0.24 -0.46 -1.40 -0.5353
H 2.24 1.48 1.96 0.2278
H 1.08 2.05 0.95 0.2459
H 1.65 -0.84 1.43 0.3396
H -1.48 0.40 -0.60 0.2545
H -1.09 -1.32 0.03 0.2712
H -2.68 -0.59 -2.11 0.3209
```

The structure (SMILES) is NC=C=NCO. The value obtained for the gap between HOMO and LUMO is 8.890 eV. The total charge is 0. Its spin multiplicity is 1. Its relative energy (zero: lowest compared OMol25 entry of this formula, charge and spin) is 327.95 kJ/mol. For the LUMO energy, the calculation gives 0.8 eV.

---

This record from OMol25 describes a cluster of 13 separate species, C4H24BO20 in total. The level of theory is wB97M-V/def2-TZVPD.

Geometry as XYZ:
```
49
Properties=species:S:1:pos:R:3:mulliken_charge:R:1
O 3.59 0.33 -1.40 -0.7420
C 2.48 -0.04 -1.14 0.4546
O 1.48 0.77 -0.86 -0.6547
B 0.32 0.00 -0.41 1.4551
O 0.70 -1.42 -0.62 -0.1684
C 1.96 -1.48 -1.01 0.5581
O 2.55 -2.47 -1.35 -0.7396
O -0.90 0.32 -1.16 -0.0706
C -1.88 0.62 -0.33 0.4066
O -3.00 0.95 -0.56 -0.6946
C -1.27 0.62 1.10 0.3783
O 0.00 0.27 0.99 -0.6574
O -1.89 0.78 2.11 -0.9276
O 0.04 -3.07 2.86 -0.7392
H -0.92 -3.08 2.89 0.3238
H 0.25 -2.63 2.03 0.3347
O -1.46 -3.14 0.06 -0.5333
H -1.16 -2.89 -0.82 0.2649
H -1.94 -3.96 -0.05 0.2352
O -3.68 -1.34 -3.17 -0.6409
H -4.45 -1.42 -2.59 0.3072
H -3.31 -0.48 -2.94 0.3072
O 1.89 -0.98 2.88 -0.6530
H 1.16 -1.54 3.17 0.3791
H 1.48 -0.13 2.69 0.3289
O -0.68 0.21 -4.73 -0.6169
H -0.22 0.53 -3.95 0.3072
H -0.40 0.79 -5.44 0.2882
O -0.69 4.05 1.58 -0.6512
H -0.04 3.35 1.60 0.3377
H -1.48 3.67 1.98 0.3173
O 2.41 -4.62 0.34 -0.6512
H 2.78 -4.00 0.97 0.3011
H 2.10 -4.07 -0.39 0.3800
O 6.43 0.32 -1.88 -0.6309
H 5.50 0.41 -1.65 0.4962
H 6.72 1.21 -2.08 0.3003
O 4.06 1.27 1.46 -0.6072
H 4.31 0.35 1.61 0.3254
H 4.43 1.48 0.59 0.2952
O -5.73 2.39 -0.27 -0.6394
H -6.32 1.99 0.37 0.2980
H -4.89 1.95 -0.14 0.4061
O -2.38 0.67 4.85 -0.6226
H -3.10 1.23 5.15 0.2986
H -2.32 0.82 3.89 0.5788
O -0.75 3.66 -2.42 -0.6121
H -1.06 3.15 -1.67 0.2975
H -0.73 4.57 -2.11 0.2917
```

The value obtained for the gap between HOMO and LUMO is 10.649 eV. The total charge is -1. Its spin multiplicity is 1. Its relative energy (zero: lowest compared OMol25 entry of this formula, charge and spin) is 76.04 kJ/mol. For the LUMO energy, the calculation gives 2.3 eV.

---

This record from OMol25 describes a structure of composition C9H15GaNO2SbSe4. The level of theory is wB97M-V/def2-TZVPD.

Geometry as XYZ:
```
33
Properties=species:S:1:pos:R:3:mulliken_charge:R:1
Ga -0.84 -0.78 -0.45 0.5179
O 1.15 -0.96 -0.34 -0.1991
C 2.16 0.06 -0.32 -0.6079
C 2.19 0.88 0.95 -0.5686
C 0.80 1.39 1.38 -0.7379
C 0.00 2.04 0.29 1.1362
C -0.04 3.42 0.16 -0.7239
C -0.76 4.00 -0.87 -0.2756
C -1.42 3.20 -1.78 -0.8644
C -1.33 1.83 -1.62 -0.4610
N -0.64 1.27 -0.61 0.1172
H 1.39 -1.88 -0.02 0.4655
H 1.93 0.71 -1.16 0.3166
H 3.12 -0.41 -0.52 0.5079
H 2.87 1.72 0.77 0.3589
H 2.61 0.30 1.78 0.3944
H 0.90 2.09 2.20 0.5399
H 0.24 0.55 1.78 -0.4478
H 0.47 4.02 0.89 0.4525
H -0.80 5.08 -0.96 0.4149
H -2.01 3.60 -2.58 0.4223
H -1.85 1.15 -2.29 0.6992
Se -4.51 0.70 -0.99 -0.5164
Sb -3.90 -1.15 0.35 0.7498
Se -2.00 -2.56 -1.24 -0.5486
Se -1.88 -0.73 1.78 -0.4101
Se -5.45 -2.72 1.16 -0.5350
C 1.53 -4.73 0.45 -0.6797
O 0.97 -3.43 0.25 -0.4171
H 1.15 -5.43 -0.29 0.2558
H 1.30 -5.10 1.45 0.2659
H 2.61 -4.65 0.34 0.2914
H 0.02 -3.49 0.08 0.0869
```

The value obtained for the gap between HOMO and LUMO is 6.817 eV. The total charge is 0. Its spin multiplicity is 1. Its relative energy (zero: lowest compared OMol25 entry of this formula, charge and spin) is 82.19 kJ/mol. For the LUMO energy, the calculation gives -0.6 eV.

---

This record from OMol25 describes a structure of composition C5H8AgO3. The level of theory is wB97M-V/def2-TZVPD.

Geometry as XYZ:
```
17
Properties=species:S:1:pos:R:3:mulliken_spin:R:1
Ag 1.72 1.40 -0.06 0.2855
O -0.22 1.00 -0.17 0.0784
O -0.48 -1.18 0.27 0.0201
C 0.74 -1.62 -0.37 0.0544
C 1.98 -1.47 0.50 -0.0009
O 2.42 -0.16 0.66 0.5803
C -0.87 0.06 0.30 0.0538
H 0.56 -2.68 -0.58 -0.0027
H 0.84 -1.09 -1.33 -0.0050
H 2.75 -2.10 0.01 0.0176
H 1.77 -1.94 1.48 -0.0005
C -2.26 0.24 0.84 -0.0224
C -3.21 0.28 -0.31 0.8536
H -2.48 -0.60 1.51 0.0180
H -2.28 1.18 1.40 0.0364
H -3.31 1.18 -0.91 0.0169
H -3.67 -0.65 -0.66 0.0164
```

The value obtained for the gap between HOMO and LUMO (spin up / spin down) is 7.557 / 7.823 eV. The total charge is +1. Its spin multiplicity is 3. Its relative energy (zero: lowest compared OMol25 entry of this formula, charge and spin) is 0.00 kJ/mol. For the LUMO energy (spin up / spin down), the calculation gives -4.7 / -6.9 eV.

---

This record from OMol25 describes an isolated molecule of C5H6O2. The level of theory is wB97M-V/def2-TZVPD.

Geometry as XYZ:
```
13
Properties=species:S:1:pos:R:3:mulliken_charge:R:1
O 1.23 0.03 -1.30 -0.5320
C 0.66 1.06 -0.51 -0.4060
C -0.82 0.90 -0.29 -0.4040
C -1.52 -0.22 -0.44 -0.0671
O -0.94 -1.47 -0.21 -0.3918
C -0.11 -1.43 0.81 -0.3319
C 0.66 -1.42 1.73 0.0208
H 1.49 -0.69 -0.72 0.3437
H 1.24 1.23 0.40 0.2524
H 0.73 1.96 -1.13 0.3394
H -1.39 1.81 -0.16 0.3447
H -2.55 -0.32 -0.76 0.4152
H 1.31 -1.43 2.57 0.4164
```

The structure (SMILES) is C#CO/C=C\CO. The value obtained for the gap between HOMO and LUMO is 10.119 eV. The total charge is 0. Its spin multiplicity is 1. Its relative energy (zero: lowest compared OMol25 entry of this formula, charge and spin) is 390.48 kJ/mol. For the LUMO energy, the calculation gives 0.9 eV.

---

This record from OMol25 describes a structure of composition C12H28CoGeO3. The level of theory is wB97M-V/def2-TZVPD.

Geometry as XYZ:
```
45
Properties=species:S:1:pos:R:3:mulliken_spin:R:1
Co 0.00 0.00 0.54 2.1073
C 0.71 -2.47 1.22 -0.0009
C -0.02 -2.53 -0.13 -0.0047
C -1.07 -3.64 -0.05 0.0079
C 0.97 -2.91 -1.27 0.0054
O -0.82 -1.43 -0.15 0.1271
Ge 0.00 0.00 -1.42 -0.0150
O -0.82 1.43 -0.14 0.1269
C -2.18 1.28 -0.13 -0.0048
C -2.62 2.75 -0.05 0.0080
C -2.50 0.62 1.22 -0.0008
C -3.01 0.62 -1.27 0.0054
O 1.65 0.00 -0.14 0.1271
C 2.20 1.25 -0.13 -0.0047
C 1.78 1.85 1.22 -0.0007
C 2.04 2.29 -1.27 0.0053
C 3.69 0.90 -0.05 0.0079
H 1.19 -3.45 1.45 -0.0011
H 0.00 -2.23 2.04 0.0041
H 1.52 -1.71 1.25 -0.0036
H -0.59 -4.63 0.16 0.0013
H -1.63 -3.72 -1.00 -0.0003
H -1.80 -3.43 0.76 0.0005
H 1.42 -3.91 -1.06 -0.0003
H 1.81 -2.20 -1.37 0.0011
H 0.43 -2.98 -2.24 -0.0009
H -2.07 3.27 0.76 0.0005
H -3.71 2.83 0.16 0.0013
H -2.40 3.27 -1.00 -0.0003
H -1.93 1.12 2.04 0.0041
H -2.24 -0.46 1.24 -0.0035
H -3.58 0.69 1.45 -0.0011
H -2.79 1.12 -2.25 -0.0009
H -4.09 0.72 -1.06 -0.0003
H -2.81 -0.46 -1.38 0.0011
H 0.72 2.17 1.25 -0.0036
H 2.39 2.75 1.45 -0.0011
H 1.94 1.11 2.04 0.0041
H 1.00 2.67 -1.38 0.0011
H 2.36 1.86 -2.24 -0.0009
H 2.67 3.18 -1.06 -0.0003
H 3.87 0.16 0.76 0.0005
H 4.31 1.80 0.16 0.0013
H 4.04 0.44 -1.00 -0.0003
H 0.00 0.00 2.13 -0.4995
```

The value obtained for the gap between HOMO and LUMO (spin up / spin down) is 7.063 / 8.100 eV. The total charge is +1. Its spin multiplicity is 3. For the LUMO energy (spin up / spin down), the calculation gives -6.5 / -5.6 eV.

---

This record from OMol25 describes an isolated molecule of C15H15NO4S. The level of theory is wB97M-V/def2-TZVPD.

Geometry as XYZ:
```
36
Properties=species:S:1:pos:R:3:mulliken_charge:R:1
C 4.04 2.60 -1.15 -0.7872
H 3.09 3.12 -1.00 0.3027
O 4.28 1.65 -0.13 -0.4591
C 3.40 0.62 0.02 0.9380
C 3.69 -0.29 1.03 -0.5719
C 2.86 -1.36 1.27 -0.7019
C 1.72 -1.56 0.50 0.2579
C 1.43 -0.65 -0.51 -0.3172
C 2.26 0.43 -0.75 -0.6902
H 1.99 1.11 -1.55 0.3876
H 0.55 -0.79 -1.12 0.5264
C 0.81 -2.73 0.78 -1.0183
N -0.58 -2.40 0.51 -0.1586
C -1.33 -3.05 -0.39 0.5772
O -1.01 -4.09 -0.93 -0.6588
C -2.67 -2.37 -0.68 -0.4993
H -2.96 -2.60 -1.71 0.2811
H -3.44 -2.75 -0.01 0.3535
O -2.54 -0.97 -0.52 -0.2376
C -3.59 -0.29 -0.02 0.5932
O -4.64 -0.79 0.28 -0.6009
C -3.26 1.13 0.12 0.2252
C -4.09 2.14 0.53 -0.5421
C -3.44 3.39 0.55 -0.4705
C -2.13 3.30 0.16 -0.4045
S -1.67 1.70 -0.25 0.0035
H -1.41 4.09 0.09 0.4357
H -3.91 4.30 0.85 0.4039
H -5.11 1.98 0.80 0.4711
H -0.90 -1.50 0.84 0.2593
H 1.05 -3.57 0.12 0.3775
H 0.92 -3.06 1.82 0.3718
H 3.10 -2.06 2.06 0.3687
H 4.58 -0.13 1.62 0.4195
H 4.86 3.31 -1.08 0.2394
H 4.05 2.13 -2.14 0.3248
```

The structure (SMILES) is COc1ccc(CNC(=O)COC(=O)c2cccs2)cc1. The value obtained for the gap between HOMO and LUMO is 8.595 eV. The total charge is 0. Its spin multiplicity is 1. Its relative energy (zero: lowest compared OMol25 entry of this formula, charge and spin) is 21.60 kJ/mol. For the LUMO energy, the calculation gives 0.1 eV.

---

This record from OMol25 describes an isolated molecule of C5H6N2O2. The level of theory is wB97M-V/def2-TZVPD.

Geometry as XYZ:
```
15
Properties=species:S:1:pos:R:3:mulliken_charge:R:1
C 1.41 -0.52 -0.27 0.3921
C 0.21 -1.41 -0.03 -0.3294
C -0.97 -0.69 0.57 -0.7443
C 0.10 1.79 -0.30 -0.0867
C 1.36 1.01 0.06 0.4428
H 0.62 -2.20 0.60 0.2720
H -0.07 -1.84 -1.00 0.2757
H -0.75 -0.17 1.52 0.3581
H -1.75 -1.42 0.85 0.3924
H -2.61 0.21 -0.43 0.2603
H 0.36 2.86 -0.43 0.3858
N -1.60 0.23 -0.38 -0.0126
N -1.12 1.47 -0.53 -0.6078
O 2.48 -0.90 -0.68 -0.5072
O 2.34 1.59 0.47 -0.4912
```

The structure (SMILES) is O=C1C=NNCCC1=O. The value obtained for the gap between HOMO and LUMO is 8.872 eV. The total charge is 0. Its spin multiplicity is 1. Its relative energy (zero: lowest compared OMol25 entry of this formula, charge and spin) is 208.74 kJ/mol. For the LUMO energy, the calculation gives -0.5 eV.

---

This record from OMol25 describes an isolated molecule of C2HNS. The level of theory is wB97M-V/def2-TZVPD.

Geometry as XYZ:
```
5
Properties=species:S:1:pos:R:3:mulliken_charge:R:1
C -0.30 0.27 -0.37 -0.3275
C 0.48 -0.65 0.24 0.4558
H -1.16 -0.04 -0.89 0.3219
N 0.99 -1.34 0.99 -0.3020
S 0.00 1.76 0.03 -0.1483
```

The structure (SMILES) is N#CC=S. The value obtained for the gap between HOMO and LUMO is 8.118 eV. The total charge is 0. Its spin multiplicity is 1. Its relative energy (zero: lowest compared OMol25 entry of this formula, charge and spin) is 30.65 kJ/mol. For the LUMO energy, the calculation gives -1.7 eV.

---

| no. | maximum force (eV/A) | energy (hartree) |
| --- | --- | --- |
| 1 | 1.341 | -302.56819 |
| 2 | 1.217 | -1696.83894 |
| 3 | 1.625 | -12328.02586 |
| 4 | 3.361 | -567.58039 |
| 5 | 0.685 | -344.45319 |
| 6 | 14.297 | -4158.95553 |
| 7 | 0.654 | -1334.51445 |
| 8 | 1.403 | -454.05469 |
| 9 | 2.583 | -529.68882 |